Record 1
ORCA calculation (wB97M-V/def2-TZVPD) on C36H28I2N7O3PSTi as an isolated structure.

Element x y z (Å)
Ti1 0.0494 -0.5025 -0.3037
N1 0.3263 1.0453 2.8173
P1 0.5981 2.0099 1.3462
C1 2.3257 2.5607 1.5374
C2 2.8611 3.3532 0.5121
C3 4.2448 3.4985 0.3203
C4 5.1294 2.8595 1.1240
C5 4.5968 2.1195 2.2018
C6 3.2221 1.9253 2.4053
C7 -0.1951 3.6032 1.6795
C8 0.4341 4.8799 1.8218
C9 -0.3556 5.9881 1.7588
C10 -1.7349 5.9680 1.9542
C11 -2.3445 4.7315 2.0895
C12 -1.5926 3.5291 1.9344
C13 0.0290 -0.2924 2.8362
C14 0.3007 -1.1356 3.8992
C15 0.1117 -2.5556 3.8049
C16 -0.6217 -2.9957 2.7235
C17 -1.0389 -2.1036 1.7653
N2 -0.5357 -0.8312 1.6968
H1 0.3539 1.5321 3.7789
H2 2.2226 3.9030 -0.1556
H3 4.5589 4.2216 -0.4598
H4 6.1890 3.1105 1.0909
H5 5.1968 1.7173 2.9969
H6 2.8387 1.3719 3.2771
H7 1.5355 4.9334 1.8611
H8 0.0357 7.0078 1.5077
H9 -2.2170 6.9195 2.0217
H10 -3.4229 4.6655 2.1434
H11 -2.0935 2.5778 1.8217
H12 0.8545 -0.8203 4.8505
H13 0.4370 -3.1815 4.6079
H14 -1.1120 -3.9766 2.6928
H15 -1.6617 -2.5001 0.9095
N3 -6.7969 -3.3243 -0.6978
C18 -5.9376 -2.3351 -0.8618
C19 -5.5395 -1.4456 0.1656
C20 -4.4057 -0.6955 -0.0571
C21 -3.8198 -0.4740 -1.3248
C22 -4.3710 -1.2320 -2.3946
C23 -5.3648 -2.1591 -2.1798
S1 -2.3818 0.4934 -1.5461
O1 -1.8043 0.6825 -0.1817
O2 -2.7168 1.6541 -2.2926
N4 -1.3541 -0.5435 -2.2381
C24 -0.2560 0.0787 -2.8807
N5 -0.0995 -0.0552 -4.1890
C25 0.9610 0.5173 -4.7132
C26 1.9115 1.2322 -3.9484
C27 1.6402 1.3399 -2.5749
N6 0.5703 0.7211 -2.0083
H16 -7.2585 -3.4876 0.2115
H17 -7.0181 -3.8441 -1.5166
H18 -6.1989 -1.3286 1.0736
H19 -3.9750 -0.0656 0.7376
H20 -3.9403 -1.1264 -3.3756
H21 -5.5513 -2.8780 -3.0464
H22 1.0122 0.3450 -5.7861
H23 2.7972 1.6145 -4.4559
H24 2.3418 1.8646 -1.8683
I1 5.1355 -0.9102 1.4048
C28 3.9207 -1.9707 0.1334
C29 4.5188 -3.1409 -0.4469
C30 3.7158 -3.9314 -1.2721
I2 4.5729 -6.0331 -1.5024
C31 2.4040 -3.6502 -1.6738
C32 1.5727 -4.4163 -2.5387
C33 0.1838 -4.1448 -2.6415
C34 -0.3662 -3.1795 -1.8575
N7 0.3613 -2.4599 -0.9518
C35 1.7461 -2.6214 -0.8499
C36 2.5252 -1.7162 -0.0967
O3 1.9785 -0.5774 0.2858
H25 5.5741 -3.3282 -0.3776
H26 2.0021 -5.1770 -3.1931
H27 -0.4054 -4.5896 -3.4127
H28 -1.4099 -2.8387 -1.9299

For the energy above the lowest of the compared OMol25 structures with the same formula, charge and spin, the calculation gives 73.2 kcal per mole. The calculation puts the highest occupied orbital energy (spin up / spin down) at -10.125 / -10.183 eV. Its gap between HOMO and LUMO (spin up / spin down) is 6.55 / 6.68 eV. The net charge is +1. The calculation puts the molecular weight at 971.38 Da. As for the multiplicity: 2.

Record 2
ORCA calculation (wB97M-V/def2-TZVPD) on a 2-piece molecular cluster, C2H4F2IN overall.

Element x y z (Å)
C1 -1.6373 1.2205 -0.4322
C2 1.6378 -1.0290 0.2023
N1 -1.7277 0.6369 0.6971
F1 2.6026 -1.8778 -0.4285
F2 0.7231 -0.7159 -0.6769
I1 2.6511 0.6032 1.0012
H1 -0.7097 1.7926 -0.6738
H2 -2.1547 1.0301 -1.3678
H3 -2.6042 0.0492 0.7414
H4 1.2190 -1.7097 0.9373

For the energy above the lowest of the compared OMol25 structures with the same formula, charge and spin, the calculation gives 37.8 kcal per mole. The calculation puts the highest occupied orbital energy (spin up / spin down) at -5.479 / -10.414 eV. Its gap between HOMO and LUMO (spin up / spin down) is 6.26 / 6.52 eV. The calculation puts the molecular weight at 206.96 Da. As for the multiplicity: 3.

Max |F|, respectively: 0.0683, 0.1241 Eh/bohr.